Computed, not measured: a molecular structure, C27H40CaF8LiMgN6O13PS4, with the ωB97M-V functional and the def2-TZVPD basis.

The geometry in ORCA input format:
```
! wB97M-V def2-TZVPD RIJCOSX def2/J DEFGRID3
* xyz 2 1
C 3.164 4.392 1.586
C 2.456 3.404 0.837
N 1.924 2.510 -0.247
N 1.055 3.155 -1.114
C 0.667 2.095 -2.122
C -0.398 2.637 -3.259
C -1.908 2.496 -2.554
C -2.227 3.282 -1.113
C -3.712 3.140 -0.355
C -4.961 2.248 -0.988
C -4.625 1.462 -2.421
C -3.133 1.592 -3.165
C -2.855 0.757 -4.567
N 1.309 0.742 -1.905
C 2.105 1.072 -0.627
N 2.864 0.156 0.041
C 3.651 0.332 1.313
C 2.638 -0.002 2.565
O 1.760 -1.022 2.359
N 2.569 0.733 3.885
C 3.932 1.126 4.411
C 1.592 1.888 3.851
H 3.757 5.246 2.172
H 0.765 4.159 -1.039
H -0.315 2.036 -4.267
H -0.210 3.798 -3.382
H -1.440 3.959 -0.573
H -3.936 3.692 0.667
H -6.017 2.167 -0.446
H -5.481 0.808 -2.915
H -2.684 1.537 -5.431
H -1.846 0.157 -4.389
H -3.686 -0.033 -4.815
H 2.900 -0.817 -0.393
H 4.240 1.338 1.410
H 4.477 -0.529 1.327
H 4.814 0.540 3.894
H 4.077 2.291 4.372
H 3.957 0.790 5.554
H 0.737 1.746 3.051
H 1.039 1.933 4.908
H 2.094 2.937 3.712
F -4.800 -0.961 -0.681
P -6.177 -1.309 -0.039
F -6.772 -0.087 -0.803
F -6.815 -2.634 0.478
F -5.117 -1.451 1.095
F -6.481 -2.169 -1.303
F -7.077 -0.550 0.983
C 2.105 -3.475 -6.158
S 1.034 -2.786 -4.872
O -0.084 -2.059 -5.558
C 2.217 -1.546 -4.294
H 1.555 -4.257 -6.687
H 2.391 -2.692 -6.864
H 2.995 -3.909 -5.697
H 2.496 -0.884 -5.117
H 3.104 -2.044 -3.896
H 1.746 -0.959 -3.501
N -7.590 2.695 -5.100
S -8.570 3.910 -5.273
O -9.056 4.560 -4.061
O -9.497 3.877 -6.398
F -7.532 5.015 -5.794
S -8.329 1.436 -4.516
O -7.425 0.394 -4.030
O -9.496 0.929 -5.227
F -8.958 1.959 -3.147
Mg 6.038 2.043 5.116
C 10.987 -2.406 4.645
C 10.218 -1.424 4.170
C 8.744 -1.424 4.382
O 8.066 -0.498 3.951
C 8.153 -2.558 5.109
C 8.921 -3.542 5.581
C 10.398 -3.527 5.392
O 11.080 -4.437 5.853
O 8.371 -4.612 6.262
O 10.764 -0.368 3.464
H 12.060 -2.417 4.500
H 7.078 -2.554 5.241
H 9.131 -5.187 6.501
H 10.006 0.210 3.231
C -3.295 3.832 3.512
O -3.141 4.701 2.524
H -3.987 4.107 4.325
H -3.676 2.831 3.249
H -2.396 3.562 4.092
O 3.734 1.039 -4.487
H 3.454 1.055 -3.590
C -4.669 -6.129 0.737
S -3.820 -4.969 1.836
O -4.636 -3.712 1.882
C -2.417 -4.667 0.735
H -5.607 -6.430 1.207
H -4.881 -5.648 -0.221
H -4.042 -7.011 0.583
H -2.770 -4.277 -0.222
H -1.866 -5.598 0.582
H -1.759 -3.931 1.205
Li -2.717 -4.438 3.899
Ca -6.497 1.424 1.384
*
```

Kohn-Sham gap (eV): 1.1
E_LUMO (eV): -9.9

***

Computed, not measured: a molecular structure, C27H40Cl2EuN3O4, with the ωB97M-V functional and the def2-TZVPD basis.

The geometry in ORCA input format:
```
! wB97M-V def2-TZVPD RIJCOSX def2/J DEFGRID3
* xyz 0 7
O -0.823 -1.185 -3.475
C -0.338 -2.192 -2.957
C -1.184 -3.191 -2.227
C -2.038 -2.983 -1.133
H -1.949 -2.070 -0.523
C -3.052 -3.937 -0.890
H -3.777 -3.752 -0.087
C -3.124 -5.098 -1.680
H -3.907 -5.834 -1.514
C -2.156 -5.354 -2.655
H -2.156 -6.259 -3.262
C -1.150 -4.421 -2.886
H -0.361 -4.559 -3.636
H 0.646 -2.683 -3.313
C 2.462 -1.781 -1.997
C 1.208 -1.952 -1.224
H 2.891 -2.720 -2.359
H 3.237 -1.361 -1.349
H 2.408 -1.085 -2.829
C 1.022 -2.757 -0.168
C 2.154 -3.618 0.343
H 0.104 -2.712 0.427
H 2.074 -4.647 -0.029
H 2.167 -3.605 1.439
H 3.098 -3.218 -0.066
Eu 1.615 -0.212 0.339
Cl 2.550 -1.362 2.542
C 1.526 1.656 2.726
O 1.555 1.893 1.482
N 1.914 2.503 3.669
C 2.290 3.820 3.189
C 1.892 2.183 5.102
H 1.165 0.662 3.053
H 2.178 3.740 2.110
H 3.323 4.035 3.455
H 1.613 4.578 3.575
H 1.713 1.110 5.222
H 1.083 2.713 5.619
H 2.849 2.444 5.567
H -4.219 0.918 -2.807
H -4.456 1.615 -0.476
C -3.445 0.272 -2.372
C -3.406 1.492 -0.208
N -2.681 0.975 -1.352
H -2.779 -0.105 -3.158
C -1.356 1.155 -1.513
O -0.488 1.085 -0.614
H -3.020 2.465 0.121
H -1.055 1.391 -2.556
H -3.963 -0.578 -1.911
H -3.373 0.784 0.625
H 4.304 3.619 -3.185
H 2.230 3.684 -4.879
C 4.175 2.537 -3.241
C 2.265 2.590 -4.811
N 2.794 2.200 -3.524
H 4.517 2.093 -2.309
C 2.054 1.552 -2.631
O 2.515 1.220 -1.508
H 1.254 2.184 -4.897
H 1.022 1.298 -2.927
H 4.795 2.189 -4.066
H 2.918 2.186 -5.592
Cl -1.692 -1.510 4.891
C -1.846 0.090 4.350
C -2.177 1.091 5.251
C -2.247 2.432 4.838
C -1.942 2.765 3.514
C -1.591 1.781 2.607
C -1.599 0.384 2.963
C -1.333 -0.589 1.994
H -2.391 0.822 6.278
H -2.541 3.208 5.550
H -1.981 3.813 3.192
H -1.297 2.049 1.582
H -1.456 -0.298 0.947
H -1.233 -1.647 2.238
*
```

Kohn-Sham gap (spin up / spin down) (eV): 6.0 / 3.3
E_LUMO (spin up / spin down) (eV): 0.3 / -1.1
⟨S²⟩: 12.07
Energy above the lowest of the compared OMol25 structures with the same formula, charge and spin (kcal per mole): 120.4

***

Computed, not measured: a molecular structure, C27H40F3N3O5STa, with the ωB97M-V functional and the def2-TZVPD basis.

The geometry in ORCA input format:
```
! wB97M-V def2-TZVPD RIJCOSX def2/J DEFGRID3
* xyz -1 1
C 3.059 -0.822 3.485
O 3.179 -1.949 2.639
C 2.312 -3.014 2.965
C 0.832 -2.721 2.715
C 0.615 -1.856 1.463
C -0.683 -2.199 0.706
Ta -1.732 -0.313 -0.049
C -2.893 1.228 -1.235
N -3.998 1.860 -0.498
C 0.303 0.594 -0.492
C 1.340 -0.274 -1.246
C 2.784 0.054 -0.862
C 3.776 -0.274 -1.963
N 5.123 0.233 -1.640
C 5.312 1.644 -1.987
C 6.160 -0.575 -2.188
C 6.028 -0.948 -3.651
O 7.116 -0.918 -1.536
C -1.757 0.614 2.002
C -1.029 1.866 2.278
O -0.060 1.923 3.019
C -1.492 3.132 1.623
C -2.690 3.721 1.997
C -3.093 4.909 1.420
C -2.307 5.506 0.456
C -1.102 4.926 0.090
C -0.690 3.747 0.677
C -3.659 -1.462 0.522
C -3.806 -2.853 0.363
C -4.978 -3.488 0.738
C -6.008 -2.726 1.275
C -5.810 -1.355 1.403
N -4.679 -0.746 1.048
S -1.711 -1.509 -2.425
O -3.040 -2.043 -2.713
O -0.591 -2.426 -2.602
C -1.470 -0.290 -3.864
F -2.644 0.124 -4.357
F -0.782 0.801 -3.466
F -0.782 -0.871 -4.852
H 2.550 -1.073 4.418
H 4.061 -0.458 3.706
H 2.497 -0.021 3.000
H 2.632 -3.856 2.351
H 2.467 -3.307 4.012
H 0.426 -2.202 3.586
H 0.311 -3.672 2.597
H 1.462 -2.024 0.802
H 0.651 -0.812 1.772
H -0.458 -2.899 -0.103
H -1.371 -2.716 1.379
H -2.179 1.986 -1.576
H -3.314 0.801 -2.145
H -3.965 1.669 0.495
H -4.878 1.483 -0.819
H 0.775 0.914 0.443
H 0.149 1.493 -1.097
H 1.164 -1.329 -1.058
H 1.232 -0.112 -2.319
H 2.848 1.131 -0.663
H 3.084 -0.449 0.058
H 3.854 -1.357 -2.061
H 3.421 0.157 -2.907
H 5.365 2.264 -1.092
H 6.246 1.793 -2.530
H 4.476 2.011 -2.587
H 6.990 -1.315 -3.997
H 5.279 -1.728 -3.768
H 5.719 -0.084 -4.237
H -2.808 0.740 2.288
H -1.326 -0.136 2.674
H -3.313 3.244 2.742
H -4.028 5.367 1.710
H -2.625 6.423 -0.020
H -0.478 5.387 -0.663
H 0.258 3.313 0.395
H -2.996 -3.422 -0.071
H -5.090 -4.559 0.624
H -6.942 -3.169 1.594
H -6.599 -0.733 1.809
*
```

Kohn-Sham gap (eV): 7.0
E_LUMO (eV): 1.8

***

Computed, not measured: a molecular structure, C27H40F4N3O8STl, with the ωB97M-V functional and the def2-TZVPD basis.

The geometry in ORCA input format:
```
! wB97M-V def2-TZVPD RIJCOSX def2/J DEFGRID3
* xyz 2 1
Tl 24.815 13.655 6.186
C 20.056 14.477 11.001
F 20.873 14.319 12.044
F 19.740 13.279 10.498
F 18.983 15.143 11.485
S 20.951 15.635 9.594
O 21.974 14.837 8.972
O 19.991 15.875 8.528
O 21.425 16.845 10.296
N 25.176 10.777 10.049
C 24.447 11.034 11.175
C 24.730 10.455 12.465
C 25.818 9.580 12.596
C 26.531 9.228 11.464
C 26.161 9.809 10.225
H 23.602 11.692 11.035
H 24.146 10.664 13.349
H 26.051 9.139 13.554
H 27.339 8.515 11.399
H 26.675 9.571 9.305
N 21.737 7.871 16.510
C 21.389 7.899 15.201
C 20.820 9.057 14.676
C 20.491 10.129 15.510
C 20.760 10.055 16.874
C 21.409 8.915 17.302
H 21.743 7.109 14.555
H 20.606 9.043 13.617
H 20.024 11.019 15.115
H 20.504 10.835 17.576
H 21.773 8.796 18.311
N 20.327 22.087 7.725
C 20.464 23.389 7.501
C 19.405 24.292 7.755
C 18.206 23.832 8.283
C 18.084 22.509 8.606
C 19.181 21.664 8.309
H 21.427 23.666 7.098
H 19.429 25.350 7.535
H 17.388 24.508 8.480
H 17.222 22.158 9.155
H 19.247 20.595 8.444
C 19.857 11.581 6.183
O 21.143 11.452 6.854
H 19.116 12.135 6.760
H 20.008 12.093 5.232
H 19.399 10.602 6.049
H 20.969 10.799 7.536
C 15.027 12.353 9.534
O 15.195 11.147 8.836
H 15.988 12.742 9.871
H 14.601 13.114 8.879
H 14.363 12.150 10.374
H 14.269 10.941 8.682
C 23.649 18.856 6.297
O 24.674 17.971 6.858
H 23.293 18.610 5.296
H 22.823 18.947 7.002
H 24.031 19.867 6.160
H 25.226 18.593 7.338
C 23.838 21.268 11.122
O 24.267 20.035 10.666
H 24.689 21.866 11.449
H 23.281 21.761 10.325
H 23.267 21.122 12.038
H 23.493 19.564 10.348
C 20.606 15.970 3.631
O 21.406 15.643 4.747
H 20.694 17.026 3.375
H 20.824 15.380 2.740
H 19.575 15.767 3.922
H 20.870 15.899 5.502
F 12.766 18.543 10.734
C 13.654 18.308 9.751
C 14.629 17.304 9.966
C 15.693 17.158 9.124
C 15.808 18.034 8.049
C 14.874 19.071 7.844
C 13.747 19.190 8.664
H 14.497 16.618 10.790
H 16.418 16.382 9.321
H 16.698 17.989 7.438
H 14.982 19.674 6.954
H 13.035 20.002 8.629
*
```

Kohn-Sham gap (eV): 1.2
E_LUMO (eV): -11.7
Energy above the lowest of the compared OMol25 structures with the same formula, charge and spin (kcal per mole): 109.2

***

Computed, not measured: a molecular structure, C27H40IrN3O5P, with the ωB97M-V functional and the def2-TZVPD basis.

The geometry in ORCA input format:
```
! wB97M-V def2-TZVPD RIJCOSX def2/J DEFGRID3
* xyz 2 2
Ir 0.145 0.274 0.858
C 0.996 3.453 1.045
N 0.506 2.483 2.028
C -0.716 3.004 2.694
C -1.968 2.137 2.553
C -2.489 1.987 1.117
N -2.035 0.756 0.518
C -2.831 0.063 -0.209
C -2.610 -1.181 -0.891
C -3.620 -1.613 -1.756
C -3.536 -2.803 -2.454
C -2.427 -3.641 -2.270
C -1.425 -3.280 -1.416
C -1.446 -2.030 -0.703
O -0.476 -1.756 0.043
C 1.542 2.251 3.053
C 2.905 1.752 2.561
C 2.864 0.461 1.719
N 1.760 -0.356 2.140
C 1.923 -1.481 2.735
C 0.890 -2.247 3.360
C 1.203 -3.450 3.989
C 0.239 -4.187 4.660
C -1.081 -3.720 4.736
C -1.437 -2.553 4.124
C -0.485 -1.768 3.380
O -0.861 -0.723 2.800
H 1.330 4.374 1.538
H 0.207 3.706 0.342
H 1.834 3.038 0.489
H -0.934 4.005 2.312
H -0.526 3.105 3.766
H -2.747 2.607 3.154
H -1.786 1.145 2.967
H -2.132 2.827 0.508
H -3.585 2.019 1.116
H -3.839 0.466 -0.378
H -4.493 -0.988 -1.878
H -4.322 -3.088 -3.134
H -2.374 -4.578 -2.801
H -0.558 -3.904 -1.265
H 1.134 1.531 3.764
H 1.726 3.193 3.590
H 3.491 1.557 3.461
H 3.423 2.528 2.000
H 3.820 -0.068 1.827
H 2.740 0.701 0.653
H 2.929 -1.902 2.814
H 2.222 -3.808 3.961
H 0.507 -5.119 5.134
H -1.817 -4.290 5.284
H -2.445 -2.169 4.182
C -1.478 -0.031 -4.667
C -1.192 0.685 -3.358
O -0.135 -0.033 -2.719
P 0.850 0.415 -1.520
O 1.801 1.561 -2.155
C 1.457 2.876 -2.605
C 1.674 3.016 -4.102
O 1.854 -0.793 -1.510
C 2.562 -1.285 -2.679
C 1.854 -2.460 -3.321
H -2.290 0.462 -5.193
H -1.757 -1.064 -4.467
H -0.594 -0.027 -5.302
H -2.076 0.679 -2.712
H -0.900 1.722 -3.542
H 2.116 3.571 -2.077
H 0.425 3.109 -2.333
H 2.712 2.808 -4.345
H 1.447 4.037 -4.397
H 1.037 2.337 -4.665
H 3.544 -1.587 -2.306
H 2.692 -0.466 -3.387
H 1.734 -3.269 -2.606
H 2.455 -2.820 -4.152
H 0.878 -2.161 -3.693
*
```

Kohn-Sham gap (spin up / spin down) (eV): 5.9 / 4.3
E_LUMO (spin up / spin down) (eV): -6.8 / -8.5
⟨S²⟩: 0.79
Energy above the lowest of the compared OMol25 structures with the same formula, charge and spin (kcal per mole): 0.0

***

Calculated values (eV) of calculated total energy for the records, taken in order: -162614.4239 -85677.6072 -63891.8585 -75870.1796 -55469.4881.